Entry 1:
{"formula": "C8H12NO2", "method": "ωB97M-V/def2-TZVPD", "orbital_gap_ev": 7.8, "relative_energy_kj_mol": 166.12, "e_homo_ev": -12.6, "charge": 1, "energy_ev": -14066.402, "elements": ["C", "C", "C", "C", "C", "C", "C", "C", "N", "O", "O", "H", "H", "H", "H", "H", "H", "H", "H", "H", "H", "H", "H"], "positions_angstrom": [[2.649, -1.197, 0.450], [1.490, -0.765, 1.086], [2.757, -0.393, -0.683], [0.979, 0.241, 0.288], [-2.088, -0.947, -0.603], [-1.695, -0.636, 1.035], [-0.192, 1.058, 0.458], [-0.115, 2.547, 0.180], [-1.117, -0.470, -1.515], [1.693, 0.410, -0.785], [-1.294, 0.713, 0.998], [3.362, -1.989, 0.773], [1.043, -1.286, 1.946], [3.443, -0.361, -1.480], [-2.133, -2.164, -0.733], [-3.050, -0.584, -0.937], [-2.557, -0.713, 1.676], [-0.929, -1.302, 1.276], [-1.119, 2.797, -0.134], [0.685, 2.785, -0.534], [-0.044, 2.911, 1.187], [-0.646, -1.143, -2.108], [-1.121, 0.488, -1.842]], "atomic_forces_ev_per_a": [[1.6, 0.1, -1.0], [-1.0, -0.6, 0.4], [-0.4, -1.6, 1.2], [-2.2, -1.2, 2.6], [0.1, -3.2, 0.7], [-2.0, -0.4, -3.6], [0.9, 1.1, -0.6], [-0.6, -2.1, -0.6], [1.0, 0.2, 0.2], [1.7, 1.3, -1.1], [0.5, 0.4, 0.4], [-0.8, 0.9, -0.4], [0.3, 0.8, -0.3], [0.6, 0.0, -0.7], [0.1, 3.1, 0.6], [-0.6, 0.2, 0.9], [-0.2, 0.0, 0.1], [1.1, -0.8, 0.6], [-0.1, 0.6, -0.5], [-0.3, 0.2, 0.6], [0.6, 0.8, 0.5], [-0.1, 0.4, 0.2], [-0.4, -0.5, -0.3]]}


Entry 2:
{"formula": "C3H7NO2", "method": "ωB97M-V/def2-TZVPD", "orbital_gap_ev": 10.1, "relative_energy_kj_mol": 334.32, "e_homo_ev": -9.4, "charge": 0, "energy_ev": -8807.064, "elements": ["C", "C", "C", "O", "O", "N", "H", "H", "H", "H", "H", "H", "H"], "positions_angstrom": [[-0.313, 1.179, -1.162], [-0.014, 0.287, 0.040], [1.376, -0.263, -0.006], [1.779, -1.360, 0.219], [-1.038, -0.764, 0.010], [-1.087, -1.607, 1.131], [-0.219, 0.597, -2.075], [0.369, 2.025, -1.192], [-1.335, 1.539, -1.089], [-0.122, 0.847, 0.990], [2.016, 0.691, -0.031], [-1.197, -1.037, 1.971], [-0.216, -2.135, 1.193]], "atomic_forces_ev_per_a": [[0.1, -0.2, 0.4], [-2.0, -1.7, -0.3], [0.4, 2.5, 1.3], [0.0, -0.5, -0.5], [0.6, 1.0, -0.2], [0.0, -0.2, 0.4], [0.0, 0.0, -0.1], [0.0, 0.1, -0.1], [0.0, 0.1, 0.0], [0.3, -0.1, -0.2], [0.5, -1.1, -0.4], [0.1, 0.0, -0.2], [0.0, 0.3, -0.1]]}


Copy entry 1 word for word.
{"formula": "C8H12NO2", "method": "ωB97M-V/def2-TZVPD", "orbital_gap_ev": 7.8, "relative_energy_kj_mol": 166.12, "e_homo_ev": -12.6, "charge": 1, "energy_ev": -14066.402, "elements": ["C", "C", "C", "C", "C", "C", "C", "C", "N", "O", "O", "H", "H", "H", "H", "H", "H", "H", "H", "H", "H", "H", "H"], "positions_angstrom": [[2.649, -1.197, 0.450], [1.490, -0.765, 1.086], [2.757, -0.393, -0.683], [0.979, 0.241, 0.288], [-2.088, -0.947, -0.603], [-1.695, -0.636, 1.035], [-0.192, 1.058, 0.458], [-0.115, 2.547, 0.180], [-1.117, -0.470, -1.515], [1.693, 0.410, -0.785], [-1.294, 0.713, 0.998], [3.362, -1.989, 0.773], [1.043, -1.286, 1.946], [3.443, -0.361, -1.480], [-2.133, -2.164, -0.733], [-3.050, -0.584, -0.937], [-2.557, -0.713, 1.676], [-0.929, -1.302, 1.276], [-1.119, 2.797, -0.134], [0.685, 2.785, -0.534], [-0.044, 2.911, 1.187], [-0.646, -1.143, -2.108], [-1.121, 0.488, -1.842]], "atomic_forces_ev_per_a": [[1.6, 0.1, -1.0], [-1.0, -0.6, 0.4], [-0.4, -1.6, 1.2], [-2.2, -1.2, 2.6], [0.1, -3.2, 0.7], [-2.0, -0.4, -3.6], [0.9, 1.1, -0.6], [-0.6, -2.1, -0.6], [1.0, 0.2, 0.2], [1.7, 1.3, -1.1], [0.5, 0.4, 0.4], [-0.8, 0.9, -0.4], [0.3, 0.8, -0.3], [0.6, 0.0, -0.7], [0.1, 3.1, 0.6], [-0.6, 0.2, 0.9], [-0.2, 0.0, 0.1], [1.1, -0.8, 0.6], [-0.1, 0.6, -0.5], [-0.3, 0.2, 0.6], [0.6, 0.8, 0.5], [-0.1, 0.4, 0.2], [-0.4, -0.5, -0.3]]}


Repeat the first record exactly.
{"formula": "C8H12NO2", "method": "ωB97M-V/def2-TZVPD", "orbital_gap_ev": 7.8, "relative_energy_kj_mol": 166.12, "e_homo_ev": -12.6, "charge": 1, "energy_ev": -14066.402, "elements": ["C", "C", "C", "C", "C", "C", "C", "C", "N", "O", "O", "H", "H", "H", "H", "H", "H", "H", "H", "H", "H", "H", "H"], "positions_angstrom": [[2.649, -1.197, 0.450], [1.490, -0.765, 1.086], [2.757, -0.393, -0.683], [0.979, 0.241, 0.288], [-2.088, -0.947, -0.603], [-1.695, -0.636, 1.035], [-0.192, 1.058, 0.458], [-0.115, 2.547, 0.180], [-1.117, -0.470, -1.515], [1.693, 0.410, -0.785], [-1.294, 0.713, 0.998], [3.362, -1.989, 0.773], [1.043, -1.286, 1.946], [3.443, -0.361, -1.480], [-2.133, -2.164, -0.733], [-3.050, -0.584, -0.937], [-2.557, -0.713, 1.676], [-0.929, -1.302, 1.276], [-1.119, 2.797, -0.134], [0.685, 2.785, -0.534], [-0.044, 2.911, 1.187], [-0.646, -1.143, -2.108], [-1.121, 0.488, -1.842]], "atomic_forces_ev_per_a": [[1.6, 0.1, -1.0], [-1.0, -0.6, 0.4], [-0.4, -1.6, 1.2], [-2.2, -1.2, 2.6], [0.1, -3.2, 0.7], [-2.0, -0.4, -3.6], [0.9, 1.1, -0.6], [-0.6, -2.1, -0.6], [1.0, 0.2, 0.2], [1.7, 1.3, -1.1], [0.5, 0.4, 0.4], [-0.8, 0.9, -0.4], [0.3, 0.8, -0.3], [0.6, 0.0, -0.7], [0.1, 3.1, 0.6], [-0.6, 0.2, 0.9], [-0.2, 0.0, 0.1], [1.1, -0.8, 0.6], [-0.1, 0.6, -0.5], [-0.3, 0.2, 0.6], [0.6, 0.8, 0.5], [-0.1, 0.4, 0.2], [-0.4, -0.5, -0.3]]}